{"formula": "C54H58BrNO2P2RuS2Si", "method": "the ωB97M-V functional and the def2-TZVPD basis", "e_tot_ev": -183279.9106, "homo_lumo_gap_ev": [6.57, 6.58], "charge": -1, "s_squared": 0.764, "e_homo_ev": [-4.293, -4.224], "spin_multiplicity": 2, "symbols": ["H", "S", "C", "H", "H", "C", "C", "C", "C", "H", "H", "C", "P", "H", "H", "C", "H", "C", "H", "C", "H", "C", "C", "H", "H", "C", "C", "C", "C", "C", "H", "H", "C", "C", "C", "H", "H", "H", "O", "C", "C", "H", "H", "C", "H", "O", "C", "H", "H", "C", "H", "C", "H", "C", "C", "S", "H", "C", "H", "H", "C", "H", "H", "H", "H", "H", "C", "H", "H", "C", "C", "C", "Ru", "C", "H", "H", "H", "C", "H", "C", "C", "C", "H", "C", "C", "H", "C", "C", "C", "C", "C", "H", "H", "H", "Br", "H", "H", "C", "P", "C", "H", "H", "C", "C", "C", "H", "C", "Si", "C", "H", "H", "H", "N", "H", "H", "H", "H", "H", "C", "C", "H", "H"], "xyz": [[4.124287, -3.496038, -1.053253], [-1.093339, 3.049618, -2.206713], [2.989694, -5.902189, -0.556374], [-2.565140, -1.090586, 3.475629], [4.031317, -5.860643, -0.228283], [0.326817, 2.325879, 3.626949], [-2.439161, -3.656185, -3.087970], [1.360996, 4.738972, -0.437399], [-2.537468, 3.883022, 0.447593], [-1.882335, -4.431585, 1.144096], [-3.906439, -0.452689, 2.508779], [2.742483, -4.713228, 2.017901], [0.776164, 2.362167, 0.871573], [-0.771137, 0.792665, -3.931722], [4.150694, 0.374616, -3.979140], [2.305623, -4.535386, -0.475659], [-4.933218, -2.570031, 1.786781], [2.568099, -6.592270, 4.432952], [2.468726, -6.657287, 0.036884], [-2.519953, -3.057972, -1.841860], [3.001901, -7.242100, 5.198686], [2.243175, -3.986412, 0.951417], [1.289095, 2.222885, 2.625713], [-4.899201, -1.933785, 0.142384], [3.494838, -3.617148, 5.920109], [-0.672898, -1.666090, -2.389999], [3.040471, -4.607090, 5.845771], [-2.848834, -0.727033, 2.484645], [-2.870378, 3.772632, 1.797033], [-2.752381, 5.092565, -0.201426], [0.334499, -3.757574, -0.982350], [3.360740, 1.919407, 2.198283], [2.016893, 2.046871, 5.309517], [0.686896, 2.244836, 4.963589], [2.978991, 1.937964, 4.315719], [-4.359636, 1.933942, 1.022302], [-4.485733, -3.628637, 0.457472], [-6.573637, -0.432772, -1.757903], [0.227318, -0.676957, -1.987424], [0.870505, -4.704374, -0.997288], [-5.570902, 0.747075, -0.271030], [-3.289197, -3.384788, -1.166695], [3.010551, 1.700217, -5.735401], [-3.420918, 0.774977, -2.010359], [3.066223, -3.919908, -2.413554], [1.212985, -1.938075, 0.252471], [0.239216, 5.024782, 1.667846], [-1.371798, -3.753048, -4.955601], [1.816687, 6.537374, -1.509946], [2.618058, 2.031092, 2.978775], [-0.194964, 7.040689, 2.238275], [1.955007, -3.157620, 3.620294], [-4.033524, 6.902340, 2.361180], [0.788061, 4.184802, 0.701305], [0.959112, -0.041765, -2.995331], [2.058829, 1.361575, -0.263847], [1.783920, -2.806560, 4.628675], [1.611383, -2.725720, 1.207243], [-0.744647, -3.491575, 2.106924], [-2.313341, -3.948803, 2.790374], [-5.663197, 0.089523, -1.489097], [1.496742, -6.501798, 4.622392], [1.770291, 4.079473, -1.192835], [-2.585002, 0.811533, -2.697064], [2.694610, -7.079716, 3.465261], [-0.072381, 2.312571, 5.733370], [2.639812, -4.329792, 3.360347], [-3.662002, 4.750111, 3.531564], [3.509541, -5.250117, 6.594315], [0.247884, 6.398010, 1.487529], [4.744891, -5.379383, 4.218008], [-1.804256, -3.624022, 1.878099], [-0.140458, -0.289105, 0.245027], [-3.287779, 6.174820, 0.484065], [-2.467979, 5.177044, -1.243423], [-3.150067, -4.431775, -3.346203], [4.947692, -5.831610, 3.246300], [-1.458518, -3.276534, -3.987957], [0.880187, -5.079231, -2.024830], [-3.322810, 1.455324, -0.800655], [0.815628, 6.944752, 0.343811], [3.237534, -5.210885, 4.455243], [2.812755, -0.737025, -2.209291], [-1.633415, -2.051971, -1.430431], [0.303796, 0.696395, -3.964163], [2.628627, -2.585712, -1.328076], [2.333359, -0.171889, -2.994464], [1.456041, -2.410006, 2.566927], [-4.576097, 0.087975, -2.351187], [-3.411274, 4.849638, 2.481940], [-4.396146, -2.608411, 0.833779], [-3.434959, 7.116991, -0.030132], [1.982114, -4.517256, 6.098631], [-2.276000, 0.177306, 2.273118], [0.408811, -0.881209, 2.988015], [4.015025, 1.767691, 4.582142], [0.325139, -5.419779, -0.375729], [-4.404867, 1.415201, 0.075201], [-1.816006, 2.456107, -0.465071], [3.071497, 0.460348, -3.985089], [2.300503, 1.963054, 6.351596], [5.247839, -4.410784, 4.245746], [1.376437, 6.115366, -0.615049], [3.082499, -3.569860, -1.376863], [2.432468, 1.204156, -4.965756], [2.982040, -6.234302, -1.597067], [-0.570840, -2.272300, -3.628952], [-2.615405, -2.077242, 1.196039], [-3.619418, 6.056316, 1.825634], [-0.196919, 4.611727, 2.566351], [3.230476, -5.654530, 1.803298], [0.542615, 1.913111, -5.702879], [-1.659851, -1.464299, -0.170307], [-6.409053, 0.740422, 0.415619], [0.210989, -1.964940, -4.308666], [-2.675805, 2.837568, 2.309463], [0.819641, 8.019003, 0.202213], [5.184147, -6.020079, 4.988184], [1.048508, 1.319333, -4.952206], [-0.799390, 1.626062, 0.710182], [-4.624617, -0.442146, -3.294469], [-0.714182, 2.422191, 3.342262]], "atomic_forces_ev_per_a": [[0.00, 0.00, 0.00], [-0.01, 0.08, -0.04], [0.00, 0.00, 0.01], [-0.03, 0.00, -0.02], [0.00, 0.01, 0.01], [0.02, -0.02, 0.00], [0.00, 0.00, -0.03], [-0.05, 0.01, -0.04], [-0.01, 0.06, -0.07], [0.00, 0.00, -0.01], [-0.01, 0.00, 0.00], [-0.03, -0.02, 0.00], [-0.81, 0.08, 0.75], [0.03, 0.00, -0.01], [0.00, 0.00, 0.00], [0.00, 0.03, 0.00], [0.01, 0.02, -0.01], [0.00, -0.01, 0.00], [-0.01, 0.00, 0.00], [0.09, 0.04, -0.02], [0.00, 0.01, 0.00], [0.04, -0.03, 0.04], [-0.04, 0.09, 0.03], [-0.03, 0.04, -0.04], [0.01, 0.00, 0.00], [-0.06, -0.10, 0.08], [0.00, 0.00, 0.01], [0.03, 0.05, 0.01], [0.08, -0.01, 0.01], [0.01, 0.00, -0.01], [0.02, -0.04, 0.01], [0.00, 0.00, 0.00], [-0.02, 0.00, 0.02], [0.02, -0.02, -0.01], [0.03, 0.00, 0.00], [0.00, -0.01, 0.01], [0.01, -0.02, -0.02], [0.00, 0.00, 0.00], [-0.50, 0.10, 0.40], [-0.02, 0.02, 0.00], [0.00, -0.01, 0.01], [-0.08, -0.01, 0.12], [0.00, 0.00, 0.01], [0.01, -0.01, 0.02], [0.00, -0.01, 0.01], [-0.13, -0.22, -0.21], [0.03, -0.04, 0.03], [0.00, 0.01, 0.00], [0.00, 0.00, 0.00], [0.01, 0.02, -0.01], [0.00, 0.00, 0.00], [-0.03, 0.02, -0.01], [0.00, 0.00, 0.00], [0.29, -0.04, -0.28], [0.04, 0.11, -0.05], [-0.08, -0.18, 0.37], [0.01, 0.00, 0.00], [-0.02, 0.14, 0.12], [-0.10, -0.02, 0.00], [-0.02, 0.00, 0.00], [0.01, -0.06, 0.01], [0.00, 0.01, 0.00], [0.01, 0.01, 0.00], [-0.02, 0.01, 0.01], [0.01, 0.00, 0.00], [0.00, 0.00, 0.00], [0.00, 0.01, 0.02], [0.00, 0.00, 0.00], [-0.01, 0.00, 0.00], [-0.01, 0.01, -0.03], [0.01, 0.01, 0.00], [0.13, 0.04, 0.00], [1.58, -0.27, -1.07], [0.00, 0.00, 0.00], [0.00, 0.00, 0.00], [0.01, 0.00, 0.00], [-0.01, 0.00, 0.00], [-0.01, -0.03, -0.02], [0.00, 0.01, -0.01], [0.02, -0.08, 0.02], [-0.01, 0.02, 0.02], [0.00, 0.00, -0.02], [0.00, -0.02, 0.02], [0.21, 0.17, 0.01], [0.00, -0.03, 0.03], [0.00, 0.03, -0.03], [-0.01, -0.03, 0.02], [0.04, -0.10, -0.08], [0.01, 0.00, 0.01], [-0.01, 0.01, 0.02], [0.06, -0.02, -0.08], [0.00, 0.00, 0.00], [0.00, 0.00, -0.01], [0.03, 0.00, -0.04], [-0.01, 0.11, -0.25], [0.00, 0.00, 0.00], [0.00, -0.01, 0.00], [0.00, 0.03, -0.03], [0.06, -0.07, 0.44], [0.02, -0.02, 0.01], [0.00, 0.01, 0.00], [0.00, 0.00, 0.00], [0.01, -0.01, -0.01], [0.00, 0.01, -0.04], [-0.02, 0.00, 0.00], [0.00, 0.00, 0.00], [0.01, 0.04, 0.08], [-0.04, 0.03, -0.17], [0.00, 0.01, 0.00], [-0.01, 0.00, 0.01], [0.01, 0.00, 0.00], [0.00, -0.01, 0.00], [-0.52, -0.08, 0.70], [0.00, 0.00, 0.00], [-0.01, 0.00, -0.01], [-0.01, -0.01, -0.01], [0.00, 0.00, 0.00], [0.00, 0.00, 0.00], [0.02, 0.00, -0.02], [-0.22, 0.22, -0.70], [-0.01, 0.00, 0.00], [-0.03, 0.01, -0.01]], "mulliken_spin": [0.000, -0.005, 0.000, 0.000, 0.000, -0.004, -0.019, 0.000, 0.012, 0.000, 0.001, 0.000, 0.002, -0.002, 0.000, 0.007, 0.000, 0.000, 0.000, 0.035, 0.000, 0.008, 0.005, -0.001, 0.000, 0.001, 0.000, 0.013, 0.000, -0.002, 0.011, 0.000, 0.000, 0.000, 0.000, 0.000, 0.001, 0.000, -0.060, -0.010, 0.000, 0.000, 0.000, -0.001, 0.000, 0.062, 0.000, 0.002, 0.000, 0.000, 0.000, -0.003, 0.000, 0.003, 0.006, -0.018, 0.000, -0.003, -0.005, 0.001, -0.001, 0.000, 0.001, -0.003, 0.000, 0.000, 0.003, 0.000, 0.000, 0.000, 0.000, 0.010, 0.841, 0.000, 0.000, 0.000, 0.000, 0.033, -0.001, 0.004, 0.000, -0.001, -0.001, 0.052, 0.000, 0.001, 0.000, -0.014, 0.003, -0.002, 0.002, 0.000, 0.000, -0.002, 0.011, 0.000, 0.000, -0.007, -0.031, 0.001, 0.000, 0.000, 0.000, -0.001, -0.001, 0.000, -0.021, -0.003, 0.000, 0.002, -0.001, 0.000, 0.076, 0.000, -0.001, 0.003, 0.000, 0.000, 0.001, 0.012, 0.000, 0.002]}